No. 1
DFT (ωB97M-V/def2-TZVPD) results for a cluster of 8 separate species, C25H46O26 in total at a distorted geometry.

The HOMO energy is -0.37601 Ha. The SMILES is C#COC(=O)OCOO.COC(=O)OC.COC(=O)OC.COC(=O)OC.COC(=O)OC.COC(=O)OC.COC(=O)OC.COC(=O)OC. The HOMO-LUMO gap comes out at 10.3 eV. Its molar mass is 762.617 u.

Each atom is followed by the atoms it is bonded to, with distances in Å.
Cartesian coordinates (Å):
1 C -0.0398 2.7870 -2.1740  C2 1.327, H10 1.162
2 C 0.9542 2.0209 -1.7414  C1 1.327, O3 1.461
3 O 2.2170 1.4989 -1.2235  C2 1.461, C4 1.445
4 C 3.1421 1.6248 -2.3263  O3 1.445, O5 1.288, O6 1.431
5 O 2.6292 1.7398 -3.5023  C4 1.288
6 O 4.5697 1.6668 -2.2360  C4 1.431, C7 1.466
7 C 5.0248 2.4673 -1.0959  O6 1.466, O8 1.480, H11 1.152, H12 1.159
8 O 6.4981 2.3376 -1.0529  C7 1.480, O9 1.358
9 O 6.7873 1.4890 -0.0323  O8 1.358, H13 1.002
10 H -0.7004 3.6490 -2.5876  C1 1.162
11 H 4.6402 2.0868 -0.0785  C7 1.152
12 H 4.8260 3.6039 -1.2101  C7 1.159
13 H 7.6207 0.9934 -0.2838  O9 1.002
14 C 3.2952 -2.6955 2.9443  O15 1.428, H20 1.091, H21 1.093, H22 1.093
15 O 3.0629 -2.9339 1.5558  C14 1.428, C16 1.348
16 C 3.7328 -2.1025 0.7330  O15 1.348, O17 1.210, O18 1.347
17 O 4.4789 -1.2130 1.0747  C16 1.210
18 O 3.4257 -2.4343 -0.5357  C16 1.347, C19 1.426
19 C 4.0684 -1.6296 -1.5216  O18 1.426, H23 1.093, H24 1.093, H25 1.092
20 H 2.7083 -3.4195 3.5122  C14 1.091
21 H 4.3506 -2.8400 3.1890  C14 1.093
22 H 2.9668 -1.6907 3.2234  C14 1.093
23 H 5.1547 -1.7312 -1.4546  C19 1.093
24 H 3.7703 -0.5833 -1.4186  C19 1.093
25 H 3.7500 -1.9831 -2.5041  C19 1.092
26 C -3.7560 -2.9753 4.7966  O27 1.427, H32 1.091, H33 1.093, H34 1.093
27 O -2.4089 -3.4170 4.6305  C26 1.427, C28 1.347
28 C -1.8548 -3.0711 3.4519  O27 1.347, O29 1.210, O30 1.348
29 O -2.3949 -2.4431 2.5696  C28 1.210
30 O -0.5940 -3.5460 3.4276  C28 1.348, C31 1.427
31 C 0.1199 -3.2502 2.2274  O30 1.427, H35 1.093, H36 1.093, H37 1.089
32 H -4.1003 -3.3080 5.7773  C26 1.091
33 H -3.8108 -1.8841 4.7644  C26 1.093
34 H -4.4036 -3.4181 4.0355  C26 1.093
35 H 0.2187 -2.1694 2.0941  C31 1.093
36 H -0.3730 -3.7038 1.3637  C31 1.093
37 H 1.1172 -3.6779 2.3168  C31 1.089
38 C -0.3350 -5.5044 -3.4151  O39 1.427, H44 1.091, H45 1.093, H46 1.093
39 O 0.5196 -4.3818 -3.2036  C38 1.427, C40 1.347
40 C 0.1575 -3.2758 -3.8810  O39 1.347, O41 1.213, O42 1.346
41 O -0.7977 -3.1752 -4.6213  C40 1.213
42 O 1.0405 -2.3019 -3.5930  C40 1.346, C43 1.428
43 C 0.7789 -1.0596 -4.2473  O42 1.428, H47 1.093, H48 1.093, H49 1.092
44 H 0.0508 -6.3357 -2.8223  C38 1.091
45 H -1.3517 -5.2839 -3.0794  C38 1.093
46 H -0.3302 -5.7999 -4.4676  C38 1.093
47 H -0.1932 -0.6616 -3.9447  C43 1.093
48 H 0.8284 -1.1774 -5.3328  C43 1.093
49 H 1.5508 -0.3503 -3.9426  C43 1.092
50 C -0.5469 -0.7350 4.8768  O51 1.427, H56 1.091, H57 1.093, H58 1.093
51 O 0.3521 0.1034 4.1521  C50 1.427, C52 1.348
52 C -0.0941 1.3610 3.9631  O51 1.348, O53 1.210, O54 1.348
53 O -1.1520 1.8052 4.3471  C52 1.210
54 O 0.8444 2.0372 3.2714  C52 1.348, C55 1.426
55 C 0.5042 3.3947 2.9961  O54 1.426, H59 1.093, H60 1.093, H61 1.092
56 H -0.0868 -1.7202 4.9694  C50 1.091
57 H -0.7187 -0.3397 5.8814  C50 1.093
58 H -1.4906 -0.8445 4.3371  C50 1.093
59 H 0.3746 3.9558 3.9253  C55 1.093
60 H -0.3981 3.4493 2.3817  C55 1.093
61 H 1.3292 3.8402 2.4370  C55 1.092
62 C 7.0742 6.0440 -2.8463  O63 1.427, H68 1.092, H69 1.093, H70 1.093
63 O 6.0467 6.6346 -2.0521  C62 1.427, C64 1.348
64 C 5.9354 7.9703 -2.1950  O63 1.348, O65 1.210, O66 1.348
65 O 6.6137 8.6670 -2.9147  C64 1.210
66 O 4.9363 8.3938 -1.3958  C64 1.348, C67 1.426
67 C 4.7035 9.8002 -1.4448  O66 1.426, H71 1.093, H72 1.093, H73 1.092
68 H 7.0718 4.9698 -2.6512  C62 1.092
69 H 6.8784 6.2021 -3.9100  C62 1.093
70 H 8.0531 6.4435 -2.5689  C62 1.093
71 H 4.4132 10.1081 -2.4526  C67 1.093
72 H 5.5879 10.3494 -1.1118  C67 1.093
73 H 3.8805 10.0276 -0.7646  C67 1.092
74 C -6.9056 0.6859 4.6434  O75 1.427, H80 1.091, H81 1.093, H82 1.093
75 O -7.4323 0.8387 5.9605  C74 1.427, C76 1.347
76 C -7.0391 -0.1144 6.8274  O75 1.347, O77 1.211, O78 1.347
77 O -6.3063 -1.0448 6.5770  C76 1.211
78 O -7.6041 0.1490 8.0220  C76 1.347, C79 1.426
79 C -7.2726 -0.7874 9.0457  O78 1.426, H83 1.093, H84 1.093, H85 1.092
80 H -7.2870 1.5062 4.0327  C74 1.091
81 H -5.8141 0.7435 4.6553  C74 1.093
82 H -7.2388 -0.2569 4.2017  C74 1.093
83 H -6.1957 -0.7886 9.2331  C79 1.093
84 H -7.6206 -1.7888 8.7798  C79 1.093
85 H -7.7811 -0.4776 9.9605  C79 1.092
86 C -3.3136 -3.2809 -5.5354  O87 1.429, H92 1.095, H93 1.093, H94 1.094
87 O -3.5651 -3.2831 -6.9422  C86 1.429, C88 1.347
88 C -4.8561 -3.0926 -7.2750  O87 1.347, O89 1.211, O90 1.349
89 O -5.7735 -2.9278 -6.5025  C88 1.211
90 O -4.9490 -3.1175 -8.6205  C88 1.349, C91 1.426
91 C -6.2711 -2.9272 -9.1194  O90 1.426, H95 1.093, H96 1.093, H97 1.092
92 H -2.2408 -3.4425 -5.3833  C86 1.095
93 H -3.5821 -2.3157 -5.0973  C86 1.093
94 H -3.8582 -4.0933 -5.0455  C86 1.094
95 H -6.6574 -1.9481 -8.8244  C91 1.093
96 H -6.9329 -3.7250 -8.7725  C91 1.093
97 H -6.2268 -2.9659 -10.2094  C91 1.092

***

No. 2
DFT (ωB97M-V/def2-TZVPD) results for a cluster of 2 separate species, C3H8OS2 in total at a distorted geometry.

The HOMO energy is -0.30206 Ha. The SMILES is C=CO.CSS. The HOMO-LUMO gap comes out at 8.9 eV. Its molar mass is 124.230 u. The relative energy (zero: lowest compared OMol25 entry of this formula, charge and spin) comes out at 30.07 kcal per mole.

Each atom is followed by the atoms it is bonded to, with distances in Å.
Cartesian coordinates (Å):
1 C -0.9002 0.7244 -2.4205  C2 1.321, H4 1.083, H5 1.084
2 C -0.4740 -0.4476 -1.9864  C1 1.321, O3 1.391, H6 1.078
3 O 0.7759 -0.9219 -2.3721  C2 1.391, H7 0.962
4 H -1.9066 1.0747 -2.2280  C1 1.083
5 H -0.2663 1.3548 -3.0338  C1 1.084
6 H -1.0221 -1.2343 -1.4946  C2 1.078
7 H 0.8902 -0.6606 -3.2904  O3 0.962
8 C -1.7071 0.5655 1.0782  S9 1.814, H11 1.086, H12 1.076, H13 1.080
9 S -0.2626 0.2329 2.1234  C8 1.814, S10 2.069
10 S 1.3399 -0.2688 0.9144  S9 2.069, H14 1.334
11 H -2.3349 1.1900 1.7063  C8 1.086
12 H -1.3760 1.1008 0.2059  C8 1.076
13 H -2.2735 -0.3237 0.8435  C8 1.080
14 H 1.2854 0.5884 -0.1056  S10 1.334

***

Number 1: total energy -79896.7902 eV. Number 2: total energy -26957.3048 eV.